A gas-phase ion, C4H11N2 (charge +1) at a distorted geometry. Source: the OMol25 dataset; level of theory: wB97M-V/def2-TZVPD.

Geometry as ORCA input:
```
! RIJCOSX wB97M-V def2-TZVPD def2/J DEFGRID3
* xyz 1 1
C -1.964 -1.191 -0.888
C -0.441 -1.148 -0.722
C -0.023 -0.774 0.706
N 0.504 0.585 0.897
C 1.406 1.154 0.185
N 1.807 2.423 0.383
H -2.466 -0.319 -0.462
H -2.373 -2.079 -0.411
H -2.256 -1.192 -1.938
H -0.050 -0.448 -1.461
H -0.050 -2.150 -0.884
H 0.715 -1.476 1.099
H -0.873 -0.864 1.376
H 0.285 0.975 1.809
H 1.815 0.687 -0.714
H 1.176 3.159 0.663
H 2.787 2.660 0.362
*
```

Its HOMO energy is -15.2 eV. Its relative energy (zero: lowest compared OMol25 entry of this formula, charge and spin) is 98.4 kJ/mol. The calculation puts the frontier orbital gap at 10.965 eV. The total energy comes out at -268.2674 a.u. The value obtained for the largest force on an atom is 1.51 eV Å⁻¹.

For reference, the Löwdin charges in units of e are: -0.10 -0.22 -0.15 0.09 -0.13 0.16 0.08 0.08 0.08 0.10 0.12 0.13 0.13 0.18 0.17 0.13 0.13



A molecular structure, C32H26F3IN2O3PdSb at a distorted geometry. Source: the OMol25 dataset; level of theory: wB97M-V/def2-TZVPD.

Geometry as ORCA input:
```
! RIJCOSX wB97M-V def2-TZVPD def2/J DEFGRID3
* xyz 3 5
Pd 0.449 0.075 0.225
C 1.844 -2.947 3.488
C 2.315 -3.288 2.128
N 3.296 -4.090 1.933
C 3.846 -4.377 0.773
C 3.415 -3.741 -0.383
C 4.139 -4.045 -1.672
O 4.529 -2.836 -2.291
C 2.323 -2.844 -0.302
C 1.807 -2.276 -1.518
N 0.926 -1.344 -1.676
C 0.413 -0.990 -2.921
C 0.701 -1.709 -4.102
C 0.172 -1.355 -5.324
C -0.670 -0.257 -5.447
C -0.991 0.466 -4.311
C -0.470 0.097 -3.085
I -1.143 1.275 -1.436
C 1.682 -2.622 0.971
O 0.702 -1.871 1.182
H 2.372 -3.548 4.222
H 0.770 -3.122 3.570
H 2.022 -1.888 3.701
H 4.622 -5.128 0.779
H 3.469 -4.624 -2.332
H 5.009 -4.667 -1.447
H 5.311 -2.991 -2.837
H 2.261 -2.716 -2.408
H 1.348 -2.571 -4.063
H 0.410 -1.942 -6.199
H -1.082 0.030 -6.402
H -1.661 1.310 -4.372
F 8.447 -1.199 3.081
C 7.249 -0.820 2.690
C 6.909 -0.919 1.340
C 5.648 -0.530 0.939
C 4.750 -0.024 1.873
C 5.081 0.043 3.222
C 6.340 -0.345 3.636
Sb 2.808 0.684 1.216
C 1.851 1.431 3.010
C 0.670 0.799 3.410
C 0.043 1.183 4.579
C 0.604 2.209 5.337
F 0.014 2.573 6.457
C 1.768 2.864 4.933
C 2.393 2.469 3.765
C 3.125 2.302 -0.179
C 3.885 2.054 -1.322
C 4.054 3.047 -2.265
C 3.428 4.278 -2.065
F 3.574 5.227 -2.966
C 2.631 4.520 -0.944
C 2.465 3.515 -0.009
H 7.637 -1.283 0.630
H 5.375 -0.613 -0.105
H 4.376 0.421 3.950
H 6.633 -0.278 4.674
H 0.227 -0.003 2.813
H -0.866 0.712 4.923
H 2.162 3.664 5.542
H 3.298 2.968 3.439
H 4.374 1.099 -1.465
H 4.666 2.887 -3.141
H 2.165 5.483 -0.815
H 1.860 3.698 0.869
O -1.116 1.786 1.521
H -1.132 2.743 1.636
H -1.992 1.466 1.771
*
```

Its HOMO energy (spin up / spin down) is -16.2 / -16.5 eV. The calculation puts the frontier orbital gap (spin up / spin down) at 6.153 / 3.409 eV. The total energy comes out at -2534.4980 a.u. The value obtained for the largest force on an atom is 2.44 eV Å⁻¹.

For reference, the Löwdin charges in units of e are: 0.44 0.04 -0.19 0.19 0.03 -0.06 -0.18 -0.04 -0.04 0.00 0.09 -0.23 0.05 0.02 0.06 -0.09 -0.49 1.28 -0.29 -0.07 0.11 0.12 0.09 0.15 0.15 0.14 0.12 0.12 0.12 0.14 0.15 0.12 0.14 -0.25 0.02 -0.13 -0.35 -0.10 0.04 1.63 -0.37 -0.19 0.02 -0.25 0.14 0.03 -0.11 -0.37 -0.12 0.02 -0.25 0.14 0.03 -0.12 0.13 0.09 0.10 0.14 0.07 0.13 0.14 0.12 0.09 0.13 0.14 0.10 -0.17 0.08 0.08



A gas-phase ion, C3H6O3P (charge -1) at a distorted geometry. Source: the OMol25 dataset; level of theory: wB97M-V/def2-TZVPD.

Geometry as ORCA input:
```
! RIJCOSX wB97M-V def2-TZVPD def2/J DEFGRID3
* xyz -1 1
C -1.651 -0.831 0.168
C -0.836 0.390 0.080
P 0.901 -0.352 -0.039
O 1.243 -0.966 1.275
O 1.068 -1.202 -1.204
C 2.036 1.086 -0.349
O 3.197 1.057 -0.109
H -1.735 -1.316 -0.812
H -1.341 -1.592 1.049
H -2.682 -0.458 0.557
H -0.776 0.919 0.978
H -1.112 1.114 -0.753
H 1.688 2.150 -0.842
*
```

Its HOMO energy is -4.5 eV. Its relative energy (zero: lowest compared OMol25 entry of this formula, charge and spin) is 125.9 kJ/mol. The calculation puts the frontier orbital gap at 8.583 eV. The total energy comes out at -685.0627 a.u. The value obtained for the largest force on an atom is 4.26 eV Å⁻¹.

For reference, the Löwdin charges in units of e are: -0.24 -0.36 0.25 -0.38 -0.36 -0.35 -0.04 0.06 0.12 0.07 0.04 0.10 0.09



A molecular structure, C16H17BrN2O3S2 at a distorted geometry. Source: the OMol25 dataset; level of theory: wB97M-V/def2-TZVPD.

Geometry as ORCA input:
```
! RIJCOSX wB97M-V def2-TZVPD def2/J DEFGRID3
* xyz 0 1
O 0.639 -0.962 -0.325
C 1.576 -0.586 0.268
N 1.657 -0.096 1.420
H 2.666 0.064 1.928
C 0.648 0.386 2.552
C -0.309 0.970 1.688
C -1.623 0.454 1.593
C -2.506 1.565 0.735
C -2.055 2.720 0.171
C -0.841 3.037 0.356
C 0.154 2.180 0.823
H 1.243 2.594 1.024
H -0.473 4.061 0.042
H -2.844 3.218 -0.436
H -3.551 1.270 0.668
C -2.120 -0.796 2.086
C -1.082 -1.690 2.388
C 0.079 -1.085 3.140
H -0.456 -0.606 3.910
H 0.874 -1.837 3.261
H -1.323 -2.478 2.722
H -0.516 -2.093 1.176
H -2.927 -1.147 1.284
H -2.594 -0.638 2.975
H 1.154 1.113 2.972
C 3.011 -0.773 -0.435
N 2.917 -1.112 -1.616
S 2.267 0.115 -2.919
O 2.877 -0.218 -4.017
O 2.442 1.265 -2.038
C 0.548 -0.164 -2.998
C -0.035 -1.148 -3.446
C -1.517 -1.191 -3.439
C -1.856 -0.010 -2.624
S -0.517 0.934 -2.161
Br -3.650 0.467 -2.652
H -2.171 -1.728 -3.804
H 0.404 -2.339 -3.954
H 2.505 -2.028 -2.005
H 3.782 -1.695 -0.019
H 3.522 0.008 -0.294
*
```

Its HOMO energy is -8.0 eV. Its relative energy (zero: lowest compared OMol25 entry of this formula, charge and spin) is 1383.3 kJ/mol. The calculation puts the frontier orbital gap at 8.414 eV. The total energy comes out at -4324.9888 a.u. The value obtained for the largest force on an atom is 17.39 eV Å⁻¹.

For reference, the Löwdin charges in units of e are: 0.04 -0.58 0.10 0.22 -0.11 -0.17 -0.07 0.02 -0.23 -0.22 0.00 0.15 0.13 0.13 0.08 -0.22 -0.21 -0.05 0.09 0.13 0.00 0.22 0.18 0.10 0.09 -0.32 -0.12 0.65 -0.19 -0.32 -0.66 -0.22 -0.10 -0.99 1.08 0.75 -0.01 0.23 0.15 0.21 0.03



A molecular structure, C9H15INO2 at a distorted geometry. Source: the OMol25 dataset; level of theory: wB97M-V/def2-TZVPD.

Geometry as ORCA input:
```
! RIJCOSX wB97M-V def2-TZVPD def2/J DEFGRID3
* xyz 1 1
C 0.346 1.545 -0.680
C 1.401 1.957 -1.302
C 0.106 0.092 2.077
C -0.428 0.270 -1.024
C -0.609 -1.039 1.214
C -0.647 1.236 1.320
C 2.121 3.212 -0.925
C -1.433 0.575 -2.177
C -1.111 -2.990 2.316
N -1.198 -0.121 0.115
O -0.160 2.080 0.509
O -1.622 -1.717 1.797
I -2.292 2.066 2.417
H 1.642 1.620 -2.348
H -0.028 -0.024 3.107
H 1.234 0.272 1.888
H 0.304 -0.444 -1.322
H 0.302 -1.571 0.793
H 2.211 3.125 0.147
H 1.564 4.143 -1.273
H 3.151 3.177 -1.296
H -2.110 1.327 -1.833
H -1.979 -0.355 -2.293
H -0.934 0.611 -3.152
H -1.021 -3.569 1.436
H -1.893 -3.536 2.854
H -0.168 -2.705 2.740
H -2.132 -0.266 0.082
*
```

Its HOMO energy is -13.2 eV. The calculation puts the frontier orbital gap at 9.915 eV. The total energy comes out at -854.4875 a.u. The value obtained for the largest force on an atom is 5.97 eV Å⁻¹.

For reference, the Löwdin charges in units of e are: -0.22 -0.07 -0.05 -0.26 -0.33 -0.73 -0.06 0.02 0.02 0.10 -0.01 -0.11 1.01 0.16 0.09 0.17 0.15 0.18 0.07 0.12 0.08 0.09 0.08 0.10 0.08 0.11 0.09 0.11



A molecular structure, C40H29Br2Cl3N5O6PdS at a distorted geometry. Source: the OMol25 dataset; level of theory: wB97M-V/def2-TZVPD.

Geometry as ORCA input:
```
! RIJCOSX wB97M-V def2-TZVPD def2/J DEFGRID3
* xyz -1 1
Pd -1.384 1.372 -0.206
Br 6.807 4.342 6.820
C 6.101 4.831 5.115
C 5.214 3.986 4.469
C 4.715 4.329 3.226
C 5.094 5.542 2.596
C 6.001 6.378 3.291
C 6.495 6.026 4.530
N 4.675 5.954 1.371
N 3.941 5.223 0.577
C 2.743 4.780 0.905
C 2.100 5.055 2.154
C 0.881 4.560 2.461
C 0.147 3.689 1.568
O -0.935 3.196 1.865
C 0.782 3.435 0.244
N 0.113 2.664 -0.642
C 0.602 2.470 -1.857
C 1.833 2.990 -2.248
C 2.556 3.734 -1.352
C 2.025 3.993 -0.080
H 4.905 3.065 4.947
H 4.032 3.661 2.720
H 6.303 7.300 2.814
H 7.192 6.674 5.045
H 2.636 5.682 2.856
H 0.413 4.794 3.408
H -0.015 1.900 -2.540
H 2.205 2.783 -3.242
H 3.528 4.142 -1.593
Cl -2.731 -7.289 -7.149
C -2.672 -6.338 -5.699
C -1.819 -5.253 -5.623
C -1.782 -4.517 -4.451
C -2.577 -4.828 -3.354
C -2.408 -4.014 -2.084
C -3.649 -3.159 -1.819
N -3.402 -2.088 -0.871
C -3.698 -2.102 0.472
C -3.301 -0.898 0.963
N -2.766 -0.158 -0.061
C -2.834 -0.902 -1.146
O -2.166 -4.840 -0.965
C -0.836 -4.725 -0.449
C 0.230 -4.934 -1.493
C 0.371 -6.025 -2.294
Cl -0.585 -7.451 -2.289
S 1.685 -5.885 -3.394
C 2.081 -4.334 -2.769
C 1.238 -3.958 -1.775
C -3.429 -5.926 -3.470
Cl -4.473 -6.424 -2.176
C -3.482 -6.680 -4.632
H -1.188 -4.995 -6.462
H -1.099 -3.678 -4.377
H -1.558 -3.341 -2.235
H -4.430 -3.795 -1.409
H -3.998 -2.726 -2.757
H -4.160 -2.949 0.946
H -3.380 -0.515 1.965
H -2.537 -0.572 -2.128
H -0.760 -5.487 0.327
H -0.688 -3.743 0.006
H 2.912 -3.786 -3.183
H 1.292 -3.028 -1.223
H -4.144 -7.531 -4.696
Br 0.166 1.066 6.884
C 0.168 0.491 5.070
C -0.740 1.038 4.185
C -0.736 0.610 2.864
C 0.162 -0.357 2.434
C 1.060 -0.900 3.351
C 1.076 -0.477 4.669
C 0.232 -0.885 1.014
O 0.559 -2.064 0.877
O 0.027 -0.099 0.022
H -1.432 1.802 4.508
H -1.430 1.071 2.174
H 1.745 -1.665 3.013
H 1.788 -0.885 5.373
C -4.468 3.451 -2.139
C -3.261 2.595 -1.809
O -2.761 1.869 -2.672
O -2.846 2.703 -0.594
H -5.259 2.812 -2.529
H -4.198 4.171 -2.911
H -4.816 3.976 -1.252
*
```

Its HOMO energy (spin up / spin down) is -3.9 / -3.9 eV. Its relative energy (zero: lowest compared OMol25 entry of this formula, charge and spin) is 28.1 kJ/mol. The calculation puts the frontier orbital gap (spin up / spin down) at 5.544 / 5.519 eV. The total energy comes out at -9321.6921 a.u. The value obtained for the largest force on an atom is 1.57 eV Å⁻¹.

For reference, the Löwdin charges in units of e are: 1.05 0.65 -0.72 -0.15 -0.05 -0.33 -0.05 -0.16 0.00 0.05 -0.28 -0.02 0.01 -0.34 0.01 -0.10 0.00 -0.11 -0.04 0.01 -0.08 0.10 0.10 0.10 0.09 0.11 0.11 0.11 0.11 0.11 0.67 -0.67 -0.09 -0.02 -0.20 -0.30 -0.06 -0.05 -0.03 -0.09 -0.04 -0.12 -0.13 -0.12 -0.32 -0.97 0.70 0.98 -0.40 -0.12 -0.59 0.74 -0.14 0.11 0.13 0.15 0.11 0.14 0.13 0.11 0.14 0.14 0.11 0.06 0.10 0.10 0.70 -0.69 -0.12 -0.05 -0.12 -0.02 -0.12 -0.59 0.01 -0.13 0.10 0.06 0.12 0.10 -0.01 -0.71 -0.04 -0.15 0.08 0.08 0.07



Q: Among the records above, which one has the lowest largest force on an atom?
A: C4H11N2